No. 1
{
  "formula": "C18H30Br36N2O4P",
  "method": "ωB97M-V/def2-TZVPD",
  "e_tot_ev": -2561132.4557,
  "total_charge": 1,
  "orbital_gap_ev": 8.303,
  "homo_ha": -0.417,
  "lumo_energy_ha": -0.1115,
  "species": ["Br", "C", "H", "H", "Br", "O", "H", "H", "C", "Br", "H", "C", "H", "Br", "N", "O", "C", "C", "Br", "H", "Br", "H", "Br", "Br", "Br", "H", "Br", "H", "Br", "C", "N", "H", "Br", "C", "Br", "Br", "Br", "Br", "Br", "C", "O", "C", "Br", "H", "C", "Br", "Br", "H", "H", "H", "Br", "C", "H", "C", "C", "Br", "Br", "Br", "Br", "H", "Br", "P", "Br", "Br", "C", "H", "H", "Br", "C", "H", "C", "H", "H", "Br", "O", "Br", "H", "C", "H", "H", "C", "H", "Br", "Br", "H", "H", "Br", "Br", "Br", "H", "H"],
  "positions_angstrom": [[2.70988, 4.36751, -1.66049], [-0.88147, 3.08496, -1.82919], [1.64701, 1.39410, 1.01265], [2.95709, 6.33495, -0.18175], [1.42424, -11.02084, 6.87778], [-1.68378, 2.77204, -4.14076], [4.49920, -0.68601, 6.08869], [-1.55332, 3.94003, -1.91860], [4.51877, -3.68515, -0.54156], [6.25677, -4.48283, -0.61869], [-0.03500, 1.80518, -3.35563], [0.76669, -1.96619, -1.06469], [-0.16111, 4.21631, -4.11523], [-2.31037, 6.77628, -2.74765], [1.13798, 0.20395, 2.55660], [3.65973, 1.58627, 3.25206], [-3.12061, -5.20452, 1.50125], [0.36840, 3.77109, -9.06314], [5.45685, -2.93512, 6.45640], [3.99588, 1.03783, 2.52590], [-3.62292, 5.29815, -0.24558], [-3.99380, 7.57332, -1.12910], [-1.05865, 2.64081, -8.44541], [0.12185, -7.57908, 1.54975], [-0.61293, -8.22936, 4.57150], [-0.77747, 1.30355, 1.83469], [-2.45210, -11.90861, 4.26676], [-7.43818, 5.31533, -0.46538], [-5.20654, -13.18744, 3.33746], [-3.60789, -13.44858, 4.36551], [1.28316, 1.52933, 1.96728], [-1.61189, 1.28803, -2.78753], [1.04243, 9.32361, -10.22703], [0.75580, -7.63885, 3.36714], [-3.19918, -4.05840, -0.04045], [4.06906, 7.18178, -2.21659], [5.96026, -0.86036, 4.09676], [0.06963, -2.65289, 0.57358], [2.03107, -0.52054, -0.73676], [-0.94573, 3.80857, -4.76067], [2.84591, 3.59563, 1.92743], [-1.06278, 2.36524, -0.48944], [-9.77811, 4.87518, 0.19135], [0.77254, 3.28590, 0.23309], [-7.87033, 4.81294, 0.38879], [5.19469, 5.31173, 0.08808], [-1.84031, -4.54856, 2.78675], [-1.63577, 4.62231, -4.98893], [-0.80592, 1.30691, -0.60070], [1.55771, -8.36255, 3.39685], [-0.32183, -13.16566, 8.44819], [-0.35013, -11.66929, 7.24730], [3.70827, 3.97718, 2.17028], [-3.86289, 6.62221, -1.62490], [3.63031, 5.87606, -0.89183], [-0.60569, -1.42728, -2.28450], [3.14897, -4.87351, -1.18748], [3.68253, 9.87012, -8.53747], [-1.50325, -10.27061, 7.88860], [-2.10940, 2.45344, -0.18867], [-5.45178, 6.27781, -2.64484], [2.40466, 2.50202, 2.97482], [1.29328, 8.19515, -7.27169], [3.05589, -2.03040, 4.59470], [4.72419, -1.50686, 5.42255], [1.34532, -2.75049, -1.53486], [-0.69157, 3.95838, 0.90147], [-7.21837, 3.00253, 0.36999], [-0.21780, 3.01855, 0.61139], [-0.28046, 2.70536, 2.78490], [-1.02877, 2.17145, -3.05635], [2.67067, 7.73729, -9.26620], [0.12195, 3.51972, -1.84913], [4.10235, -3.06430, 1.23550], [1.71799, 2.91125, 4.18271], [-4.84214, -5.47176, 2.29666], [2.01390, -0.30315, 2.44512], [-0.09586, 2.15156, 1.86778], [0.84719, 3.26770, -9.89044], [-0.76412, -12.00713, 6.30832], [2.23910, 8.65099, -8.88272], [4.52411, -2.81994, -1.18995], [-0.29087, 5.45593, -9.70055], [1.50538, -5.95240, 3.91965], [-2.76060, -6.16768, 1.16617], [-3.07061, -14.27813, 3.92924], [-7.29097, 5.76043, 1.95956], [1.71713, 4.02584, -7.70874], [-3.98828, -13.90067, 6.19228], [0.99395, 0.35049, 3.55704], [-0.49041, 3.47935, -5.69668]]
}

No. 2
{
  "formula": "C18H30Br6F9FeO6",
  "method": "ωB97M-V/def2-TZVPD",
  "e_tot_ev": -510538.5368,
  "s_squared": 6.008,
  "total_charge": -1,
  "de_lowest_kj_mol": 0.0,
  "orbital_gap_ev": [5.997, 5.931],
  "homo_ha": [-0.148, -0.148],
  "lumo_energy_ha": [0.0724, 0.0700],
  "spin_multiplicity": 5,
  "species": ["Fe", "F", "H", "O", "H", "C", "H", "H", "C", "C", "C", "F", "H", "H", "C", "O", "C", "F", "C", "C", "H", "H", "C", "H", "H", "C", "H", "Br", "H", "Br", "C", "Br", "C", "H", "H", "H", "H", "F", "O", "O", "H", "F", "H", "F", "Br", "H", "H", "C", "F", "C", "F", "H", "H", "O", "C", "H", "H", "H", "C", "C", "H", "Br", "O", "Br", "H", "F", "H", "C", "H", "H"],
  "positions_angstrom": [[1.59906, -0.68263, -0.33190], [2.72948, 3.80082, -0.30253], [5.49860, -2.14947, 2.18101], [2.44918, -2.29600, 0.79432], [-1.16420, -0.70903, 0.90121], [3.35960, -2.47037, 1.88456], [-4.99865, -2.73931, 2.01279], [5.11199, -2.96788, 0.72929], [2.17993, 1.69585, 0.60075], [1.73317, 3.11335, 0.27218], [4.75447, -2.16852, 1.38163], [3.19260, -4.73700, 0.18152], [-0.75404, 1.79206, 0.68141], [-3.06180, -1.47651, 4.00526], [1.38532, -3.17449, 0.39838], [-3.11628, -1.24492, -0.92755], [2.62134, 6.85746, 1.29886], [1.50916, -4.97255, -1.16366], [-0.27250, 1.17733, 1.43628], [-0.99345, -0.09120, 1.79376], [-4.04927, -4.40296, -3.19471], [-3.25270, -6.21586, -1.90582], [1.84608, -4.60926, 0.06718], [2.81594, 1.76200, 1.50052], [0.72705, -3.26137, 1.28802], [-2.61153, -5.33364, -1.81062], [1.69856, 5.47056, -2.24380], [3.70333, 3.91236, -4.11596], [3.59778, 6.56285, 1.67577], [-5.21709, -0.25818, 3.92472], [1.33744, 5.22524, -3.23830], [-0.59748, 5.26706, -3.20982], [-5.05953, -2.13302, -2.13251], [-3.81580, -1.40146, 1.65633], [-3.94158, -2.98978, -0.53615], [-4.43590, -2.57170, 4.41097], [3.49460, 8.24962, -0.12152], [-4.92462, -1.94763, -3.46936], [-2.75278, -2.94341, -2.30462], [0.68307, -2.47341, -0.48820], [1.24982, 3.46358, -4.49095], [1.44150, 3.75702, 1.43801], [3.25203, -3.42135, 2.40268], [0.64547, 3.19312, -0.50278], [1.09079, 8.03154, -0.83367], [1.70149, 3.17153, -2.81845], [-2.50993, -4.37863, -3.71235], [-3.05579, -4.22526, -2.76207], [-5.82039, -3.26256, -1.99231], [1.82077, 3.85300, -3.65513], [-5.80744, -1.10950, -1.70378], [1.63406, 6.02528, -3.90882], [-0.42578, -0.68767, 2.50722], [2.76317, 1.03226, -0.38885], [2.78389, 7.42850, -0.08958], [3.15205, 6.65797, -0.76582], [-1.98316, 0.20036, 2.14762], [4.72732, -1.22162, 0.84489], [-4.04998, -1.82465, 3.72845], [-4.06769, -2.25629, 2.27988], [3.07955, -1.69929, 2.61326], [-2.66852, -3.58110, 2.05192], [1.08963, 0.83229, 1.03818], [1.87169, 8.12072, 2.56131], [-0.17145, 1.81799, 2.32078], [1.31614, -5.48936, 0.92859], [1.97405, 5.98725, 1.26052], [-3.69614, -2.30645, -1.38454], [-1.55514, -5.57249, -1.91015], [-2.79060, -5.00114, -0.78374]]
}

Q: What is the formula in the second record?
A: C18H30Br6F9FeO6